This record from the OMol25 dataset describes a single C5H14N2 molecule. The level of theory is the ωB97M-V functional and the def2-TZVPD basis.

```
! RIJCOSX wB97M-V def2-TZVPD def2/J DEFGRID3
* xyz 0 1
C 2.593 -0.331 0.530
C 0.975 -0.764 0.691
C 0.321 0.368 0.001
C 0.477 0.464 -1.505
N -1.193 -0.092 0.435
C -2.173 0.956 0.625
N -1.685 -1.193 -0.309
H 3.134 -0.983 1.213
H 2.934 -0.521 -0.484
H 2.803 0.697 0.819
H 0.765 -0.781 1.756
H 0.848 -1.711 0.174
H 0.491 1.321 0.502
H -0.294 1.113 -1.917
H 0.391 -0.519 -1.964
H 1.453 0.872 -1.760
H -2.539 1.384 -0.323
H -1.739 1.753 1.230
H -3.034 0.561 1.178
H -2.175 -0.886 -1.154
H -2.352 -1.707 0.263
*
```

Properties
- E_LUMO (hartree) = 0.039
- ΔE to the lowest compared entry with this formula, charge and spin (kcal/mol) = 54.0
- HOMO-LUMO gap (eV) = 9.2875
- SMILES string = CC[C@@H](C)N(C)N
- molar mass (g/mol) = 102.2

Löwdin population analysis, charges in e, atoms 1 to 8: -0.079, -0.189, -0.343, -0.066, -0.281, -0.127, 0.011, 0.047

***

This record from the OMol25 dataset describes 9 unconnected molecules or ions with the total composition C28H79N5O13. The level of theory is the ωB97M-V functional and the def2-TZVPD basis.

```
! RIJCOSX wB97M-V def2-TZVPD def2/J DEFGRID3
* xyz 0 1
C 5.798 -5.871 0.438
O 5.308 -4.553 0.580
C 4.893 -3.934 -0.630
C 3.877 -2.927 -0.229
C 2.620 -3.642 0.254
N 3.505 -2.073 -1.334
H 5.689 -6.404 1.392
H 6.853 -5.943 0.170
H 5.134 -6.379 -0.283
H 5.732 -3.474 -1.026
H 4.513 -4.641 -1.364
H 4.348 -2.406 0.527
H 2.095 -2.959 0.882
H 2.867 -4.570 0.779
H 2.004 -3.935 -0.609
H 4.282 -1.453 -1.450
H 2.827 -1.437 -0.979
C -1.552 1.227 3.595
O -0.485 0.759 2.749
C -1.015 -0.137 1.807
C -0.851 -1.639 2.201
C -2.138 -2.181 2.949
N 0.286 -1.694 3.123
H -1.157 1.899 4.311
H -1.903 0.458 4.242
H -2.341 1.772 3.027
H -1.983 0.102 1.448
H -0.314 -0.090 1.012
H -0.720 -2.289 1.291
H -1.924 -3.138 3.397
H -2.948 -2.245 2.209
H -2.514 -1.475 3.719
H -0.006 -2.385 3.861
H 0.279 -0.872 3.750
C 3.443 5.340 -1.758
O 2.488 4.443 -2.261
C 1.764 3.752 -1.258
C 0.873 2.656 -1.808
C -0.138 3.168 -2.735
N 0.156 2.128 -0.698
H 4.117 5.741 -2.558
H 4.195 4.894 -1.089
H 2.930 6.245 -1.459
H 2.412 3.441 -0.461
H 1.127 4.523 -0.917
H 1.527 1.899 -2.267
H 0.287 3.731 -3.610
H -0.746 3.900 -2.189
H -0.851 2.396 -2.971
H -0.303 1.308 -1.068
H -0.631 2.712 -0.526
C -2.464 3.123 0.696
O -2.218 4.376 -0.039
C -1.470 5.411 0.618
C -1.462 6.723 -0.161
C -0.773 6.741 -1.540
N -0.850 7.792 0.618
H -3.100 3.377 1.556
H -1.494 2.806 1.074
H -2.872 2.390 0.085
H -1.900 5.556 1.611
H -0.489 4.973 0.834
H -2.534 6.974 -0.256
H -0.697 7.708 -2.004
H -1.314 6.007 -2.161
H 0.310 6.429 -1.475
H 0.099 7.505 0.846
H -0.756 8.631 0.062
C -3.429 -3.065 -0.134
O -2.980 -4.174 0.577
C -4.027 -5.097 0.703
C -3.761 -6.045 1.818
C -4.991 -6.855 2.252
N -3.535 -5.208 2.922
H -2.643 -2.327 -0.182
H -4.243 -2.620 0.338
H -3.643 -3.287 -1.170
H -4.978 -4.624 0.623
H -4.029 -5.723 -0.231
H -2.910 -6.693 1.608
H -5.567 -7.115 1.396
H -5.660 -6.257 2.882
H -4.623 -7.725 2.781
H -4.396 -4.688 3.098
H -2.978 -4.510 2.424
O 2.995 -1.375 2.687
C 3.325 -0.115 2.031
C 2.280 0.154 1.019
O 2.737 1.000 0.257
H 2.061 -1.410 2.592
H 3.489 0.737 2.774
H 4.286 -0.237 1.568
H 1.461 0.630 1.599
H 1.904 -0.782 0.568
H 1.884 1.341 0.010
O 1.024 -1.928 -2.740
C 0.251 -1.254 -1.767
C -1.010 -0.774 -2.385
O -1.537 -0.079 -1.461
H 1.796 -2.333 -2.334
H 0.202 -1.835 -0.872
H 0.842 -0.394 -1.434
H -1.712 -1.586 -2.725
H -0.817 -0.158 -3.250
H -2.461 0.116 -1.604
O 5.271 0.315 -1.349
C 4.483 0.858 -2.377
C 4.972 2.281 -2.572
O 4.277 2.839 -3.489
H 4.915 0.731 -0.568
H 4.716 0.201 -3.230
H 3.433 0.744 -2.176
H 6.044 2.403 -2.774
H 4.808 2.843 -1.692
H 3.667 3.437 -3.029
O -5.662 -0.331 0.758
C -4.738 0.024 -0.197
C -5.057 -0.381 -1.640
O -4.414 0.236 -2.506
H -6.564 -0.108 0.406
H -4.584 1.034 -0.243
H -3.767 -0.442 0.165
H -6.161 -0.248 -1.866
H -5.022 -1.445 -1.758
H -4.951 1.032 -2.646
*
```

Properties
- E_LUMO (hartree) = -0.004
- ΔE to the lowest compared entry with this formula, charge and spin (kcal/mol) = 171.3
- HOMO-LUMO gap (eV) = 8.9272
- SMILES string = COC[C@H](C)N.COC[C@H](C)N.COC[C@H](C)N.COC[C@H](C)N.COC[C@H](C)N.OCCO.OCCO.OCCO.OCCO
- molar mass (g/mol) = 694.0

Löwdin population analysis, charges in e, atoms 1 to 8: -0.108, -0.185, -0.199, -0.414, -0.019, 0.089, 0.086, 0.081

***

This record from the OMol25 dataset describes a single C4H6O2 molecule. The level of theory is the ωB97M-V functional and the def2-TZVPD basis.

```
! RIJCOSX wB97M-V def2-TZVPD def2/J DEFGRID3
* xyz 0 1
C 1.120 0.234 0.643
C 0.463 -0.055 -0.673
C -1.025 -0.234 -0.779
O 1.086 0.642 -1.838
C 1.391 -0.635 -1.869
O 2.043 -1.385 -2.588
H 1.023 1.291 0.890
H 2.177 -0.015 0.617
H 0.640 -0.356 1.418
H -1.390 0.276 -1.668
H -1.511 0.195 0.094
H -1.300 -1.286 -0.849
*
```

Properties
- E_LUMO (hartree) = 0.028
- ΔE to the lowest compared entry with this formula, charge and spin (kcal/mol) = 40.5
- HOMO-LUMO gap (eV) = 10.3424
- SMILES string = CC1(C)OC1=O
- molar mass (g/mol) = 86.1

Löwdin population analysis, charges in e, atoms 1 to 8: -0.019, -0.347, -0.017, 0.102, -0.353, 0.098, 0.094, 0.089

***

This record from the OMol25 dataset describes a single C2H3I3Si molecule. The level of theory is the ωB97M-V functional and the def2-TZVPD basis.

```
! RIJCOSX wB97M-V def2-TZVPD def2/J DEFGRID3
* xyz 0 1
I -0.306 2.741 -0.961
C -0.989 0.803 -0.079
C 0.026 0.251 0.764
Si 0.868 -1.246 0.254
I 2.006 -3.043 1.310
I 1.020 -1.631 -2.205
H -1.883 1.129 0.429
H -1.200 0.151 -1.006
H 0.458 0.844 1.492
*
```

Properties
- E_LUMO (hartree) = -0.033
- ΔE to the lowest compared entry with this formula, charge and spin (kcal/mol) = 55.9
- HOMO-LUMO gap (eV) = 7.1901
- SMILES string = ICC=[Si](I)I
- molar mass (g/mol) = 435.8

Löwdin population analysis, charges in e, atoms 1 to 8: 0.593, -0.732, -0.539, -0.211, 0.464, 0.383, 0.025, 0.020

***

Among the records above, which one has the lowest ΔE to the lowest compared entry with this formula, charge and spin?
C4H6O2

***

Number 4 is which compound?
C2H3I3Si

***

The highest HOMO-LUMO gap belongs to which entry?
C4H6O2

***

Which of these has the lowest molar mass?
C4H6O2